one:
Below is C22H13CoI2N3O5S as an isolated structure, with properties calculated with ωB97M-V/def2-TZVPD.

HOMO: -4.70 eV
LUMO level: 2.00 eV
HOMO-LUMO gap: 6.7 eV

Geometry as ORCA input:
```
! RIJCOSX wB97M-V def2-TZVPD def2/J DEFGRID3
* xyz -1 1
Co 0.040 -0.050 -0.045
I 5.000 0.005 0.126
C 3.619 -0.012 1.693
C 4.004 -0.011 3.033
C 3.052 -0.016 4.028
I 3.729 -0.023 6.029
C 1.669 -0.031 3.750
C 0.607 -0.022 4.670
C -0.688 -0.003 4.198
C -0.944 -0.023 2.831
N 0.029 -0.067 1.944
C 1.311 -0.047 2.381
C 2.274 -0.022 1.334
O 1.839 0.002 0.117
H 5.054 -0.010 3.289
H 0.797 -0.015 5.735
H -1.519 0.033 4.888
H -1.950 -0.003 2.432
O 0.170 0.218 -1.919
N 0.053 1.411 -2.340
N 0.040 2.311 -1.447
O 0.112 2.075 -0.159
C -0.011 3.666 -1.869
C -0.019 4.005 -3.222
C -0.030 5.339 -3.583
C -0.032 6.336 -2.617
C -0.033 5.990 -1.274
C -0.024 4.658 -0.895
H -0.009 3.222 -3.965
H -0.032 5.609 -4.632
H -0.034 7.379 -2.909
H -0.038 6.760 -0.514
H -0.022 4.362 0.142
O -3.910 -0.301 0.066
C -2.807 -0.826 -0.024
O -1.729 -0.137 -0.140
C -2.697 -2.333 -0.005
C -3.921 -3.011 0.023
C -4.000 -4.387 0.032
C -2.823 -5.129 0.015
C -1.606 -4.485 -0.006
C -1.507 -3.081 -0.018
S 0.128 -2.475 -0.037
H -4.813 -2.401 0.036
H -4.963 -4.882 0.049
H -2.861 -6.213 0.014
H -0.683 -5.053 -0.017
*
```

two:
Below is C22H13CoI2N3O5S as an isolated structure, with properties calculated with ωB97M-V/def2-TZVPD.

HOMO: -4.73 eV
LUMO level: 2.08 eV
HOMO-LUMO gap: 6.8 eV

Geometry as ORCA input:
```
! RIJCOSX wB97M-V def2-TZVPD def2/J DEFGRID3
* xyz -1 1
Co 0.370 0.068 -0.028
I 1.022 -0.629 4.996
C -0.426 0.496 3.992
C -1.419 1.167 4.708
C -2.377 1.902 4.055
I -3.851 2.862 5.216
C -2.384 1.999 2.647
C -3.295 2.739 1.861
C -3.184 2.737 0.496
C -2.164 1.985 -0.111
N -1.300 1.307 0.596
C -1.374 1.302 1.942
C -0.347 0.535 2.598
O 0.566 -0.043 1.911
H -1.423 1.112 5.787
H -4.075 3.304 2.352
H -3.870 3.304 -0.117
H -2.057 1.932 -1.188
O 1.339 1.836 -0.142
N 1.592 2.209 -1.329
N 0.957 1.560 -2.218
O 0.098 0.602 -1.933
C 1.207 1.835 -3.592
C 1.008 0.816 -4.511
C 1.226 1.066 -5.855
C 1.632 2.324 -6.278
C 1.831 3.335 -5.347
C 1.617 3.098 -3.999
H 0.684 -0.150 -4.150
H 1.080 0.270 -6.573
H 1.786 2.520 -7.332
H 2.146 4.318 -5.672
H 1.764 3.874 -3.261
O -1.636 -3.390 0.116
C -0.633 -2.735 -0.126
O -0.656 -1.452 -0.241
C 0.672 -3.460 -0.384
C 0.588 -4.852 -0.450
C 1.694 -5.644 -0.690
C 2.930 -5.032 -0.867
C 3.035 -3.659 -0.806
C 1.915 -2.844 -0.570
S 2.280 -1.133 -0.541
H -0.390 -5.288 -0.300
H 1.597 -6.721 -0.735
H 3.815 -5.632 -1.048
H 3.996 -3.178 -0.944
*
```

Most stable to least stable, the ends of the list are two and one.

one:
Below is C6H8O3 as an isolated structure, with properties calculated with ωB97M-V/def2-TZVPD.

HOMO: -8.88 eV
LUMO level: 0.69 eV
HOMO-LUMO gap: 9.6 eV

Geometry as ORCA input:
```
! RIJCOSX wB97M-V def2-TZVPD def2/J DEFGRID3
* xyz 0 1
C -1.072 -0.382 -0.114
C -1.246 1.201 -0.385
C 0.703 0.794 0.069
C 2.094 0.284 0.082
C 0.358 -1.325 -0.032
C 0.014 -0.330 0.893
H -2.452 -1.410 -0.855
H -1.178 1.447 -1.484
H -2.197 1.578 0.114
H 0.604 0.517 -0.977
H 2.751 0.669 -0.717
H 2.586 0.075 1.005
H 0.074 -2.414 0.104
H -0.100 -0.307 1.932
O -2.248 -1.020 0.072
O -0.119 1.879 0.158
O 1.718 -1.060 -0.505
*
```

two:
Below is one molecule with the formula C6H8O3, with properties calculated with ωB97M-V/def2-TZVPD.

SMILES string: C[C@@]1(C=O)C[C@@H]1C(=O)O
HOMO: -9.69 eV
LUMO level: -0.07 eV
HOMO-LUMO gap: 9.6 eV

Geometry as ORCA input:
```
! RIJCOSX wB97M-V def2-TZVPD def2/J DEFGRID3
* xyz 0 1
C -0.722 -0.196 0.063
C 0.156 0.970 -0.015
C -0.531 0.514 -1.258
C -2.036 -0.291 0.777
C 1.812 0.461 0.179
C 0.361 -1.312 0.372
O 2.374 0.138 -1.012
O 2.464 0.880 1.105
O 0.470 -1.758 1.505
H 3.330 0.303 -0.898
H 0.073 1.890 0.547
H 0.640 -1.808 -0.570
H 0.057 0.036 -2.038
H -1.338 1.140 -1.630
H -2.635 -1.095 0.340
H -2.595 0.647 0.699
H -1.882 -0.517 1.834
*
```

three:
Below is one molecule with the formula C6H8O3, with properties calculated with ωB97M-V/def2-TZVPD.

HOMO: -9.72 eV
LUMO level: 0.68 eV
HOMO-LUMO gap: 10.4 eV

Geometry as ORCA input:
```
! RIJCOSX wB97M-V def2-TZVPD def2/J DEFGRID3
* xyz 0 1
C 1.529 -0.915 -0.477
C 0.135 -0.494 -0.078
C -1.059 0.754 0.696
C -2.119 -0.081 0.127
C -1.259 -1.007 -0.464
C -0.150 0.969 -0.477
H 1.620 -0.511 1.410
H 2.013 -0.219 -1.395
H 1.463 -2.090 -0.639
H -1.433 1.579 1.230
H -3.212 -0.329 0.276
H -1.309 -1.959 -1.100
H -0.766 1.003 -1.419
H 1.464 1.877 0.601
O 2.311 -0.382 0.681
O -0.144 -0.150 1.415
O 0.916 1.955 -0.387
*
```

Most stable to least stable, the ends of the list are two and one.